Entry 1:
{
  "formula": "C18H60N18O12",
  "method": "ωB97M-V/def2-TZVPD",
  "symbols": ["N", "C", "N", "O", "H", "H", "H", "H", "N", "C", "N", "O", "H", "H", "H", "H", "N", "C", "N", "O", "H", "H", "H", "H", "N", "C", "N", "O", "H", "H", "H", "H", "N", "C", "N", "O", "H", "H", "H", "H", "N", "C", "N", "O", "H", "H", "H", "H", "N", "C", "N", "O", "H", "H", "H", "H", "N", "C", "N", "O", "H", "H", "H", "H", "N", "C", "N", "O", "H", "H", "H", "H", "C", "C", "C", "O", "H", "H", "H", "H", "H", "H", "H", "H", "C", "C", "C", "O", "H", "H", "H", "H", "H", "H", "H", "H", "C", "C", "C", "O", "H", "H", "H", "H", "H", "H", "H", "H"],
  "coordinates": [[-3.31, 0.31, -6.13], [-3.66, -0.28, -4.94], [-2.57, -0.61, -4.22], [-4.85, -0.52, -4.69], [-2.34, 0.53, -6.31], [-4.03, 0.71, -6.70], [-2.73, -0.95, -3.28], [-1.68, -0.26, -4.54], [-1.74, 1.54, 5.08], [-2.93, 0.94, 4.78], [-3.36, 1.12, 3.51], [-3.55, 0.27, 5.60], [-1.63, 1.93, 6.00], [-1.36, 2.17, 4.39], [-2.76, 1.48, 2.79], [-4.09, 0.47, 3.25], [-0.17, -2.92, -4.82], [-0.63, -3.60, -3.73], [-1.36, -4.69, -4.11], [-0.28, -3.27, -2.60], [0.42, -2.13, -4.69], [-0.44, -3.18, -5.75], [-1.56, -4.75, -5.08], [-1.73, -5.33, -3.44], [-6.38, 2.64, 0.98], [-5.50, 1.66, 0.70], [-4.25, 2.06, 0.38], [-5.80, 0.46, 0.75], [-7.34, 2.52, 1.24], [-6.22, 3.49, 0.46], [-4.00, 3.03, 0.35], [-3.54, 1.35, 0.44], [3.61, 3.13, 0.08], [2.37, 3.79, 0.02], [2.39, 4.87, 0.84], [1.48, 3.39, -0.70], [3.38, 2.24, -0.36], [4.10, 3.18, 0.95], [1.53, 5.38, 0.96], [3.19, 5.26, 1.29], [2.08, -2.86, 3.09], [1.27, -3.97, 3.02], [1.98, -5.14, 2.89], [0.05, -3.85, 3.02], [1.59, -1.99, 3.15], [3.07, -2.99, 3.10], [1.59, -6.01, 2.59], [2.94, -4.95, 3.04], [-0.21, 5.52, 3.53], [0.20, 4.27, 3.21], [1.45, 3.87, 3.52], [-0.66, 3.49, 2.76], [0.31, 6.21, 4.04], [-0.99, 5.89, 3.02], [2.00, 4.57, 3.98], [1.61, 2.88, 3.48], [1.76, 1.84, -5.41], [0.61, 1.51, -4.77], [0.29, 2.18, -3.65], [-0.11, 0.58, -5.18], [1.93, 1.19, -6.16], [2.21, 2.71, -5.24], [-0.42, 1.75, -3.08], [0.87, 2.87, -3.21], [-3.97, -3.43, -2.27], [-4.19, -2.57, -1.24], [-4.49, -1.31, -1.66], [-4.05, -2.88, -0.07], [-3.51, -4.23, -1.86], [-3.96, -3.13, -3.23], [-4.92, -1.20, -2.57], [-4.57, -0.72, -0.84], [-0.12, -0.05, 1.18], [-0.73, 0.72, -0.02], [-1.70, -0.07, -0.83], [-1.36, 1.92, 0.41], [0.05, -1.08, 0.86], [-0.82, -0.01, 2.01], [0.89, 0.28, 1.45], [0.13, 1.05, -0.62], [-1.20, -0.94, -1.28], [-2.15, 0.43, -1.68], [-2.41, -0.74, -0.32], [-0.81, 2.35, 1.08], [3.67, -3.94, 0.21], [3.28, -3.26, -1.07], [2.45, -2.01, -0.91], [4.52, -2.92, -1.74], [4.48, -4.67, 0.22], [2.88, -4.53, 0.69], [3.87, -3.21, 1.00], [2.84, -3.99, -1.75], [2.83, -1.28, -0.20], [1.46, -2.31, -0.57], [2.27, -1.68, -1.93], [4.89, -2.29, -1.11], [5.42, 0.36, 3.80], [4.41, 0.94, 2.80], [3.81, -0.09, 1.83], [3.31, 1.59, 3.47], [5.84, 1.03, 4.55], [6.18, -0.24, 3.31], [4.84, -0.29, 4.48], [4.83, 1.72, 2.16], [2.95, -0.61, 2.27], [4.44, -0.95, 1.57], [3.38, 0.41, 0.97], [2.95, 0.82, 3.93]],
  "mulliken_charge": [-0.392, 0.623, 0.225, -0.728, 0.176, 0.218, -0.435, 0.374, -0.375, 0.416, -0.219, -0.687, 0.255, 0.288, 0.159, 0.213, -0.357, 0.688, -0.405, -0.576, 0.133, 0.144, 0.133, 0.238, -0.463, 0.615, -0.188, -0.632, 0.236, 0.180, 0.198, -0.084, -0.522, 0.570, -0.372, -0.559, 0.235, 0.233, 0.231, 0.176, -0.285, 0.569, -0.391, -0.604, 0.098, 0.166, 0.227, 0.204, -0.435, 0.543, -0.088, -0.660, 0.169, 0.247, 0.145, 0.125, -0.450, 0.533, -0.213, -0.741, 0.249, 0.188, 0.094, 0.198, -0.435, 0.562, -0.260, -0.637, 0.207, 0.275, 0.293, 0.087, -1.010, 1.433, -2.221, -0.412, 0.244, 0.229, 0.114, -0.137, 0.229, 0.910, 0.617, 0.169, -0.704, 0.111, 0.169, -0.613, 0.386, 0.361, -0.246, 0.362, -0.332, 0.091, 0.212, 0.347, -1.477, 0.185, 0.469, -0.503, 0.360, 0.364, 0.339, 0.211, -0.478, 0.369, -0.458, 0.368],
  "smiles": "NC(N)=O.NC(N)=O.NC(N)=O.NC(N)=O.NC(N)=O.NC(N)=O.NC(N)=O.NC(N)=O.NC(N)=O.CC(C)O.CC(C)O.CC(C)O",
  "charge": 0,
  "e_lumo_ev": -0.26,
  "multiplicity": 1,
  "gap_ev": 8.4056
}


Entry 2:
{
  "formula": "C5H10N3O2",
  "method": "ωB97M-V/def2-TZVPD",
  "symbols": ["C", "C", "C", "C", "C", "N", "N", "N", "O", "O", "H", "H", "H", "H", "H", "H", "H", "H", "H", "H"],
  "coordinates": [[1.29, -1.98, 0.88], [-1.37, -0.27, 0.80], [0.79, 0.45, 0.83], [-0.84, 1.93, -0.31], [1.13, -1.05, -1.35], [-0.57, 0.73, 0.49], [-2.67, -0.30, 0.24], [1.40, -0.82, 0.13], [-2.36, -0.81, -0.83], [-3.71, 0.10, 0.69], [1.53, -1.96, 2.03], [1.44, 1.39, 0.80], [0.96, 0.31, 1.85], [-0.80, 1.48, -1.27], [-1.87, 2.34, -0.06], [0.06, 2.46, -0.15], [1.01, -0.14, -1.81], [1.97, -1.47, -1.73], [0.25, -1.74, -1.31], [2.37, -0.66, 0.07]],
  "mulliken_charge": [-0.181, -0.310, -0.713, -0.720, -0.863, 0.218, 1.020, 0.008, -0.511, -0.515, 0.281, 0.399, 0.445, 0.381, 0.295, 0.284, 0.403, 0.418, 0.330, 0.330],
  "charge": 1,
  "e_lumo_ev": [-5.90, -5.81],
  "multiplicity": 1,
  "gap_ev": [7.8432, 8.0201]
}


Entry 3:
{
  "formula": "C2H5N3OS",
  "method": "ωB97M-V/def2-TZVPD",
  "symbols": ["C", "N", "O", "C", "S", "N", "N", "H", "H", "H", "H", "H"],
  "coordinates": [[0.43, -2.65, 0.31], [0.03, -1.46, 0.28], [0.82, -0.69, -0.56], [0.44, 0.60, -0.61], [1.21, 1.62, -1.64], [-0.59, 0.93, 0.23], [-1.02, 2.26, 0.38], [-0.22, -3.42, 0.78], [1.31, -2.94, -0.30], [-0.75, 0.26, 0.97], [-1.41, 2.67, -0.48], [-0.26, 2.82, 0.66]],
  "mulliken_charge": [-0.285, -0.364, -0.087, 0.334, -0.331, 0.069, -0.750, 0.252, 0.281, 0.346, 0.280, 0.254],
  "smiles": "C=NOC(=S)NN",
  "charge": 0,
  "e_lumo_ev": 0.57,
  "multiplicity": 1,
  "gap_ev": 9.2207
}


no.,M (g mol⁻¹)
1,720.792
2,144.154
3,119.149